Entry 1:
{
  "formula": "C5H14NO",
  "method": "wB97M-V/def2-TZVPD",
  "species": ["C", "C", "O", "H", "H", "H", "H", "C", "C", "C", "N", "H", "H", "H", "H", "H", "H", "H", "H", "H", "H"],
  "xyz": [[-1.81, 0.96, 2.39], [-2.42, 0.33, 1.39], [-3.75, 0.34, 1.22], [-0.86, 1.45, 2.26], [-2.26, 1.08, 3.37], [-1.90, -0.23, 0.60], [-4.05, -0.46, 0.78], [1.12, -0.75, -0.26], [1.40, 0.16, -1.44], [1.50, -0.61, -2.75], [0.93, 0.09, 0.99], [0.14, -1.22, -0.39], [1.83, -1.54, -0.03], [2.31, 0.72, -1.24], [0.62, 0.93, -1.45], [2.31, -1.32, -2.69], [0.55, -1.07, -3.02], [1.72, 0.11, -3.54], [1.70, 0.75, 1.12], [0.13, 0.71, 0.85], [0.80, -0.44, 1.85]],
  "mulliken_charge": [-0.7036, 0.2513, -0.4333, 0.3112, 0.2763, 0.0508, 0.3688, -0.5305, -0.4081, -1.2702, -0.2842, 0.2647, 0.3920, 0.3463, 0.3948, 0.3464, 0.3619, 0.3539, 0.3375, 0.1504, 0.4235],
  "e_homo_ev": -12.72,
  "charge": 1,
  "de_lowest_kj_mol": 230.3,
  "mol_weight_da": 104.2,
  "e_tot_ev": -8941.62150,
  "gap_ev": 9.3
}



Entry 2:
{
  "formula": "C5H14NO",
  "method": "wB97M-V/def2-TZVPD",
  "species": ["C", "O", "C", "C", "C", "C", "N", "H", "H", "H", "H", "H", "H", "H", "H", "H", "H", "H", "H", "H", "H"],
  "xyz": [[1.32, -0.46, -1.45], [0.18, -0.78, -2.20], [1.10, -0.34, 0.12], [0.30, 1.04, 0.41], [-1.11, 0.96, -0.20], [0.27, 1.24, 1.92], [0.52, -1.35, 0.72], [1.68, 0.44, -1.95], [1.95, -1.32, -1.67], [-0.22, -1.56, -1.78], [2.11, -0.11, 0.51], [0.81, 1.89, -0.05], [-1.81, 1.75, 0.04], [-0.99, 0.96, -1.28], [-1.40, -0.07, -0.01], [1.26, 1.38, 2.36], [-0.12, 0.35, 2.42], [-0.32, 2.11, 2.21], [1.17, -2.04, 1.11], [-3.64, -2.23, -0.53], [-3.05, -1.86, -0.72]],
  "mulliken_charge": [-0.6110, -0.4093, 0.0830, 0.3965, -1.2857, -1.5083, -0.2624, 0.3848, 0.3681, 0.3627, 0.4865, 0.3830, 0.4172, 0.3675, 0.2933, 0.3971, 0.4083, 0.3886, 0.3519, 0.2096, -0.2212],
  "e_homo_ev": -15.64,
  "charge": 1,
  "de_lowest_kj_mol": 692.7,
  "mol_weight_da": 104.2,
  "e_tot_ev": -8936.82854,
  "gap_ev": 6.9
}



Entry 3:
{
  "formula": "C5H14NO2",
  "method": "wB97M-V/def2-TZVPD",
  "species": ["C", "N", "C", "O", "C", "C", "C", "H", "H", "H", "H", "H", "H", "H", "H", "H", "H", "H", "H", "H", "H", "O"],
  "xyz": [[-0.40, 0.01, -0.44], [-1.30, -1.10, 0.17], [-1.26, -2.34, -0.78], [-0.89, -3.54, -0.21], [-0.60, 1.19, 0.31], [0.22, 2.50, 0.18], [1.70, 2.45, 0.02], [0.74, -0.18, -0.59], [-0.73, 0.05, -1.48], [-0.79, -1.34, 1.06], [-2.47, -2.28, -1.06], [-0.66, -2.32, -1.57], [-0.51, 0.80, 1.36], [-1.71, 1.41, 0.39], [-0.24, 2.94, -0.77], [-0.14, 3.29, 0.97], [2.07, 1.36, 0.48], [2.28, 2.99, 0.75], [1.88, 2.79, -1.08], [0.37, -3.49, 0.55], [1.43, -2.29, 0.54], [1.01, -2.89, 1.18]],
  "mulliken_charge": [-0.1273, -0.4111, -0.4835, -0.8648, -0.7038, -0.3568, -0.8403, 0.0858, 0.2909, 0.3044, 0.1685, 0.3557, 0.2131, 0.2730, 0.2406, 0.2604, 0.2071, 0.3174, 0.1956, 0.4094, 0.2410, -0.7752],
  "e_homo_ev": -3.21,
  "charge": -1,
  "de_lowest_kj_mol": 294.5,
  "mol_weight_da": 120.2,
  "e_tot_ev": -10994.55383,
  "gap_ev": 6.6
}



Entry 4:
{
  "formula": "C5H14NO2",
  "method": "wB97M-V/def2-TZVPD",
  "species": ["C", "O", "C", "C", "C", "C", "N", "H", "H", "H", "H", "H", "H", "H", "H", "H", "H", "H", "H", "H", "H", "O"],
  "xyz": [[0.39, 0.40, -1.20], [1.75, 0.64, -1.42], [0.12, -0.08, 0.21], [-1.11, 0.50, 0.83], [-1.37, -0.10, 2.17], [-0.47, -0.92, 2.75], [-1.00, -2.59, 0.59], [-0.14, 1.34, -1.42], [0.07, -0.40, -1.90], [-0.24, -1.23, 0.23], [1.04, -0.01, 0.79], [-1.01, 1.58, 0.93], [-1.96, 0.19, 0.24], [-1.36, -1.38, 1.85], [-2.28, 0.24, 2.65], [-0.64, -1.55, 3.61], [0.56, -0.80, 2.41], [-0.95, -3.43, 0.00], [-0.30, -2.76, 1.34], [1.90, 3.09, -3.53], [1.74, 1.32, -2.21], [1.33, 2.39, -3.21]],
  "mulliken_charge": [-0.8351, -0.6158, -0.2239, -0.3101, -0.1414, -0.6769, -1.0231, 0.2972, 0.1848, 0.3581, 0.0870, 0.4188, 0.3040, 0.4938, 0.3566, 0.2867, 0.2872, 0.1186, 0.0990, 0.1290, 0.4727, -1.0671],
  "e_homo_ev": -3.23,
  "charge": -1,
  "de_lowest_kj_mol": 620.7,
  "mol_weight_da": 120.2,
  "e_tot_ev": -10991.17271,
  "gap_ev": 5.6
}



Entry 5:
{
  "formula": "C5H14NO2",
  "method": "wB97M-V/def2-TZVPD",
  "species": ["C", "O", "C", "C", "C", "C", "N", "H", "H", "H", "H", "H", "H", "H", "H", "H", "H", "H", "H", "H", "H", "O"],
  "xyz": [[-0.03, -2.36, -1.37], [0.23, -1.08, -1.93], [0.91, -2.54, -0.18], [0.54, -1.53, 0.87], [0.47, -0.05, 0.51], [-0.05, 0.82, 1.36], [-0.16, 2.32, 1.28], [-0.99, -2.36, -0.99], [0.24, -3.14, -2.16], [0.77, -1.16, -2.82], [1.03, -3.65, 0.07], [2.00, -2.40, -0.40], [-0.50, -1.63, 1.22], [1.05, -1.57, 1.91], [0.80, 0.26, -0.54], [-0.49, 0.41, 2.19], [-0.34, 2.77, 2.17], [-0.84, 2.59, 0.69], [0.66, 2.86, 1.02], [-1.30, 4.46, -1.17], [-2.28, 3.19, -1.18], [-1.74, 3.80, -0.55]],
  "mulliken_charge": [-0.4921, -0.5619, -0.5384, -0.9795, 0.1196, -0.5752, -0.1363, 0.3179, 0.3225, 0.3357, 0.3670, 0.2831, 0.4061, 0.3932, 0.3288, 0.3972, 0.3826, 0.2704, 0.3822, 0.3448, 0.3646, -0.7321],
  "e_homo_ev": -13.30,
  "charge": 1,
  "de_lowest_kj_mol": 329.2,
  "mol_weight_da": 120.2,
  "e_tot_ev": -10988.39182,
  "gap_ev": 10.1
}



Entry 6:
{
  "formula": "C5H14NO2",
  "method": "wB97M-V/def2-TZVPD",
  "species": ["C", "O", "C", "C", "C", "C", "N", "H", "H", "H", "H", "H", "H", "H", "H", "H", "H", "H", "H", "H", "H", "O"],
  "xyz": [[-1.47, 1.26, -0.24], [-1.05, 0.89, -1.57], [-1.40, 0.01, 0.65], [-1.06, -1.37, 0.09], [0.22, -1.51, -0.81], [2.45, -0.61, -0.73], [1.23, -0.56, -0.41], [-0.74, 2.00, 0.07], [-2.47, 1.67, -0.24], [-1.71, 1.17, -2.23], [-2.33, -0.18, 1.21], [-0.71, 0.17, 1.49], [-0.89, -2.09, 0.91], [-1.88, -1.92, -0.37], [0.61, -2.52, -0.81], [-0.20, -1.41, -1.81], [3.17, -0.01, -0.17], [2.98, -1.29, -1.38], [0.93, 0.28, 0.08], [1.90, 1.90, 2.72], [0.87, 2.41, 1.73], [1.55, 1.73, 1.82]],
  "mulliken_charge": [-0.3480, -0.5211, -0.6765, -0.6829, -0.6298, -0.0590, 0.2294, 0.0847, 0.3966, 0.3317, 0.4301, 0.3360, 0.3974, 0.3838, 0.5056, 0.2574, 0.2637, 0.3086, -0.0086, 0.3216, 0.3098, -0.6304],
  "e_homo_ev": -14.12,
  "charge": 1,
  "de_lowest_kj_mol": 239.9,
  "mol_weight_da": 120.2,
  "e_tot_ev": -10989.31796,
  "gap_ev": 9.5
}



Entry 7:
{
  "formula": "C5H14NO2",
  "method": "wB97M-V/def2-TZVPD",
  "species": ["C", "O", "C", "C", "C", "C", "N", "H", "H", "H", "H", "H", "H", "H", "H", "H", "H", "H", "H", "H", "H", "O"],
  "xyz": [[-0.43, -1.18, -1.04], [-0.44, -0.76, -2.33], [0.40, -0.01, -0.15], [0.83, -0.30, 1.22], [-0.11, -0.83, 2.33], [-0.48, -0.07, 3.34], [1.79, 0.38, -0.94], [-1.38, -1.21, -0.60], [0.09, -2.06, -1.13], [-1.04, 0.06, -2.67], [-0.20, 0.83, -0.28], [1.44, 0.54, 1.58], [1.59, -1.16, 1.06], [-0.43, -1.88, 2.15], [-0.07, 0.98, 3.43], [-0.90, -0.26, 4.37], [2.62, 0.26, -0.38], [1.89, -0.28, -1.75], [1.83, 1.34, -1.36], [-1.95, 1.54, -2.89], [-2.96, 2.26, -1.97], [-2.10, 1.81, -2.00]],
  "mulliken_charge": [-0.6986, -0.5272, 0.3732, -1.0632, -0.2543, -0.7279, -0.3855, 0.4053, 0.4651, 0.2871, 0.3558, 0.5013, 0.3530, 0.3296, 0.1897, 0.2811, 0.3612, 0.3657, 0.3558, 0.3116, 0.3182, -0.5968],
  "e_homo_ev": -13.47,
  "charge": 1,
  "de_lowest_kj_mol": 354.4,
  "mol_weight_da": 120.2,
  "e_tot_ev": -10988.13066,
  "gap_ev": 10.2
}



Entry 8:
{
  "formula": "C5H14NO2",
  "method": "wB97M-V/def2-TZVPD",
  "species": ["O", "C", "C", "C", "C", "C", "N", "H", "H", "H", "H", "H", "H", "H", "H", "H", "H", "H", "H", "H", "H", "O"],
  "xyz": [[-2.00, -1.78, -2.21], [-1.79, -0.66, -1.83], [-1.26, -0.46, -0.41], [0.13, 0.13, -0.32], [0.57, 0.52, 1.10], [1.15, -0.92, -0.79], [-1.40, -1.77, 0.33], [-2.10, 0.24, -2.38], [-2.04, 0.25, -0.10], [0.17, 0.97, -1.02], [0.57, 1.62, 1.15], [1.57, 0.20, 1.35], [-0.19, 0.41, 1.89], [2.17, -0.51, -0.81], [1.12, -1.37, -1.77], [1.27, -1.69, -0.02], [-2.38, -1.96, 0.49], [-1.01, -2.47, -0.29], [-0.76, -1.63, 1.12], [1.81, 3.69, 2.24], [2.65, 3.44, 1.03], [1.76, 3.71, 1.27]],
  "mulliken_charge": [-0.4455, -0.1560, -0.2547, 0.4457, -1.5151, -1.6709, -0.2021, 0.4063, 0.4250, 0.4758, 0.3824, 0.4091, 0.4399, 0.4241, 0.3498, 0.4359, 0.3431, 0.3750, 0.3373, 0.3317, 0.3236, -0.6605],
  "e_homo_ev": -14.32,
  "charge": 1,
  "de_lowest_kj_mol": 206.5,
  "mol_weight_da": 120.2,
  "e_tot_ev": -10989.66372,
  "gap_ev": 11.0
}